Here is one molecule with the formula C18H18ClNO2S from the OMol25 dataset. Energies are from ωB97M-V/def2-TZVPD.

Last column: Löwdin charge in e.
Cartesian coordinates (Å):
C (0.31440, -0.08079, 2.35552)  -0.014
C (0.12903, -1.46294, 1.81531)  -0.206
C (1.04004, -2.46034, 2.13773)  -0.060
C (0.84154, -3.76178, 1.70913)  -0.665
C (-0.27834, -4.10167, 0.96809)  -0.095
C (-1.17568, -3.10883, 0.62148)  -0.030
C (-0.96872, -1.78934, 1.01002)  -0.127
C (-1.96417, -0.73897, 0.64263)  -0.311
O (-2.59909, -0.15182, 1.48246)  0.140
C (-2.19068, -0.42924, -0.84085)  -0.195
H (-3.24364, -0.68001, -1.01971)  0.157
C (-1.32246, -1.16730, -1.86291)  -0.151
C (0.11550, -0.65669, -1.85830)  -0.146
H (0.58617, -0.88364, -0.90036)  0.105
H (0.68884, -1.14847, -2.64511)  0.119
C (0.11562, 0.85327, -2.08677)  -0.143
N (-0.66613, 1.49379, -1.05826)  -0.031
C (-0.23737, 2.45423, -0.20239)  -0.432
O (-0.99426, 3.04551, 0.54495)  0.082
C (1.21979, 2.76876, -0.19759)  -0.254
C (2.23893, 1.88573, 0.00367)  -0.384
S (3.76796, 2.66402, 0.09245)  1.004
C (3.03307, 4.20056, -0.14487)  -0.400
C (1.68778, 4.10884, -0.26954)  -0.122
H (1.03118, 4.94779, -0.40888)  0.118
H (3.64694, 5.07845, -0.16987)  0.062
H (2.18847, 0.82233, 0.12955)  0.068
C (-2.05586, 1.09258, -1.04902)  -0.089
H (-2.51727, 1.36997, -2.00468)  0.138
H (-2.55475, 1.62983, -0.23902)  0.125
H (-0.34536, 1.07105, -3.06025)  0.133
H (1.12881, 1.25302, -2.09107)  0.113
H (-1.33343, -2.24142, -1.68609)  0.097
H (-1.75166, -0.99215, -2.85352)  0.122
H (-2.06849, -3.37241, 0.07399)  0.124
H (-0.44460, -5.12401, 0.66900)  0.106
Cl (1.99370, -4.98062, 2.12516)  0.679
H (1.90271, -2.22284, 2.74133)  0.113
H (-0.33634, 0.05229, 3.21978)  0.103
H (1.34158, 0.08101, 2.67317)  0.085
H (0.03626, 0.68224, 1.63366)  0.061

Its frontier orbital gap is 0.355 Ha. The LUMO energy is 0.4 eV. Its SMILES is Cc1cc(Cl)ccc1C(=O)[C@@H]1CCCN(C(=O)c2ccsc2)C1. The calculation puts the energy relative to the best compared isomer or geometry (same formula, charge and spin) at 0.0 kcal/mol. The calculation puts the total energy at -1760.349700 hartree.

=====

Here is a 7-piece molecular cluster, C18H18F7O18 overall from the OMol25 dataset. Energies are from ωB97M-V/def2-TZVPD.

Last column: Löwdin charge in e.
Cartesian coordinates (Å):
F (-0.13326, 0.26628, 0.52971)  -0.564
C (-0.76325, 0.00714, 3.62192)  0.023
C (-1.89403, -0.74357, 3.02093)  -0.217
O (-3.15172, -0.07172, 3.56163)  0.143
C (-2.77332, 0.99728, 4.27526)  -0.735
O (-3.57803, 1.70113, 4.69361)  0.205
O (-1.52169, 1.10970, 4.25755)  0.111
F (-1.85797, -2.05657, 3.35790)  0.040
H (-0.02885, 0.19970, 2.88757)  0.100
H (-0.23422, -0.28401, 4.38375)  0.088
H (-1.80643, -1.10944, 2.04726)  0.123
C (0.34784, 3.15851, -3.03515)  0.029
C (-0.32227, 1.79676, -2.61471)  -0.258
O (0.64047, 0.99797, -3.31510)  0.118
C (1.29465, 1.56697, -4.32132)  -0.562
O (2.18116, 1.04636, -5.04538)  0.099
O (1.03452, 2.84301, -4.31189)  0.093
F (-1.49931, 1.84244, -3.20801)  0.101
H (1.02775, 3.50709, -2.48971)  0.039
H (-0.67259, 3.98406, -3.23375)  0.235
H (-0.50811, 1.75454, -1.75009)  0.044
C (-1.54754, -1.49084, -2.36245)  -0.014
C (-2.73390, -1.16477, -1.52651)  -0.192
O (-3.14579, -2.48202, -1.11325)  0.148
C (-2.49629, -3.36778, -1.79551)  -0.686
O (-2.73831, -4.54054, -1.63814)  0.139
O (-1.53526, -2.92168, -2.52484)  0.128
F (-3.81533, -0.61370, -2.26473)  0.008
H (-0.69993, -1.58680, -1.77166)  0.111
H (-1.39666, -1.12033, -3.23533)  0.087
H (-2.69597, -0.45849, -0.58125)  0.196
C (-0.17871, 3.42389, 1.84336)  -0.019
C (-1.53108, 3.28018, 1.24629)  -0.196
O (-1.57819, 3.86605, -0.01538)  0.209
C (-0.49932, 4.57387, -0.04900)  -0.620
O (-0.14259, 5.28938, -0.98751)  0.104
O (0.33438, 4.36964, 0.91647)  0.128
F (-2.55991, 3.91253, 2.10138)  -0.010
H (0.36158, 2.60725, 1.77781)  0.067
H (-0.06512, 3.70571, 2.87927)  0.157
H (-1.84210, 2.32138, 1.20077)  0.118
C (0.26755, -3.05788, 0.43418)  -0.049
C (1.28245, -3.40210, 1.53889)  -0.193
O (2.32375, -4.25223, 1.04148)  0.139
C (1.94200, -4.58192, -0.20660)  -0.552
O (2.56573, -5.19660, -1.00036)  0.188
O (0.75624, -3.97802, -0.55082)  0.039
F (0.48699, -4.02319, 2.60172)  -0.024
H (0.68257, -2.12880, -0.00389)  0.105
H (-0.82496, -2.97901, 0.59376)  0.147
H (1.74266, -2.45536, 1.91597)  0.167
C (3.20884, 0.35203, 0.33548)  -0.099
C (2.88420, -0.12554, -1.03151)  -0.255
O (3.38364, -1.45042, -0.84328)  0.164
C (4.01850, -1.67730, 0.24150)  -0.585
O (4.70243, -2.71185, 0.49849)  0.098
O (3.97272, -0.60391, 0.98984)  0.109
F (3.59906, 0.52407, -1.99846)  0.090
H (2.19228, 0.50474, 0.84195)  0.134
H (3.70890, 1.27796, 0.34519)  0.128
H (1.82919, -0.15125, -1.15529)  0.130

Its frontier orbital gap is 0.379 Ha. Its net charge is -1. The LUMO energy is 2.1 eV. The calculation puts the energy relative to the best compared isomer or geometry (same formula, charge and spin) at 91.0 kcal/mol. The calculation puts the total energy at -2749.972300 hartree.

=====

Here is C18H18FMnN3O5 as an isolated structure from the OMol25 dataset. Energies are from ωB97M-V/def2-TZVPD.

Last column: Löwdin charge in e.
Cartesian coordinates (Å):
Mn (1.29473, 2.38251, -0.82290)  1.041
C (-2.06481, -3.98988, -2.86803)  -0.043
C (-1.41667, -4.07478, -1.49696)  -0.297
C (-2.36332, -4.67727, -0.47062)  -0.146
C (-1.64797, -4.86290, 0.85489)  -0.128
C (-1.02303, -3.56917, 1.29992)  -0.131
C (-0.76505, -3.33272, 2.62949)  0.056
C (-0.20281, -2.12546, 3.03385)  -0.255
F (0.03049, -1.94696, 4.34545)  0.074
C (0.09884, -1.13481, 2.14850)  0.078
C (-0.15929, -1.34969, 0.78706)  -0.042
C (0.15793, -0.28085, -0.16055)  -0.273
O (0.65676, 0.78446, 0.29917)  -0.084
C (-0.13867, -0.54173, -1.52155)  -0.015
C (-0.66914, -1.76349, -1.85211)  0.036
N (-0.95365, -2.75086, -1.00030)  0.038
C (-0.71037, -2.56421, 0.36018)  -0.066
C (0.06208, 0.40348, -2.70409)  -0.591
O (-0.33086, 0.02548, -3.79504)  0.049
O (0.63110, 1.53104, -2.46825)  -0.124
H (-2.48448, -4.96749, -3.10297)  0.088
H (-1.36184, -3.74222, -3.66091)  0.085
H (-2.87564, -3.25985, -2.87724)  0.101
H (-0.52720, -4.71119, -1.56017)  0.161
H (-2.72499, -5.63316, -0.84943)  0.123
H (-3.22997, -4.01987, -0.35425)  0.137
H (-0.87073, -5.62540, 0.74287)  0.130
H (-2.33114, -5.22205, 1.62497)  0.123
H (-1.00499, -4.08034, 3.37500)  0.135
H (0.52601, -0.19596, 2.46837)  0.136
H (-0.87171, -1.92557, -2.89949)  0.126
C (0.84159, 5.89044, 1.71695)  -0.008
C (1.23362, 4.88182, 0.68435)  -0.277
N (0.36186, 4.09443, 0.13967)  -0.075
O (-0.92704, 4.25976, 0.67593)  -0.046
C (2.63016, 4.74261, 0.29271)  -0.300
C (3.64615, 5.81702, 0.51130)  -0.044
N (2.92344, 3.64969, -0.38226)  -0.230
O (4.09931, 3.42606, -0.79167)  -0.138
H (0.17600, 5.43396, 2.44738)  0.086
H (0.29060, 6.71002, 1.25133)  0.101
H (1.71680, 6.29197, 2.21787)  0.076
H (-1.48753, 3.76426, 0.07010)  0.096
H (3.18400, 6.80315, 0.54569)  0.074
H (4.35750, 5.78054, -0.31331)  0.074
H (4.22394, 5.67518, 1.42909)  0.086

Its frontier orbital gap (spin up / spin down) is 0.260 / 0.258 Ha. The expectation value of S² is 8.757. The spin multiplicity is 6. The LUMO energy (spin up / spin down) is -0.4 / -0.5 eV. The calculation puts the energy relative to the best compared isomer or geometry (same formula, charge and spin) at 0.0 kcal/mol. The calculation puts the total energy at -2488.066252 hartree.

=====

| no. | maximum force (eV Å⁻¹) |
| --- | --- |
| 1 | 0.6 |
| 2 | 16.0 |
| 3 | 0.3 |